No. 1
Computed, not measured: C25H18BF4N10O7S2W as an isolated structure, with wB97M-V/def2-TZVPD.

Geometry as XYZ:
```
68
Properties=species:S:1:pos:R:3
W -1.19 0.62 -0.32
S -2.23 -0.18 -2.51
S 1.59 0.15 1.50
F -2.72 2.19 -0.23
F -2.34 4.54 -0.51
F -0.95 3.23 0.72
F -3.00 3.78 1.53
O -0.82 -1.09 0.29
O 2.29 -1.08 -2.19
O -1.80 -4.27 2.46
O 1.80 -6.73 0.34
O 0.29 -0.24 -1.74
O -1.75 -2.13 2.33
O 3.13 -5.69 -0.99
N 1.21 -1.20 -1.60
N -4.20 -0.58 -0.75
N 0.76 1.10 0.32
N -1.38 -3.25 1.99
N 2.17 -5.76 -0.27
N -0.58 2.19 -1.61
N 2.83 2.03 -0.40
N -3.25 -0.21 0.13
N -4.76 -0.81 -2.96
N -1.59 0.89 1.95
C 5.61 -0.36 -0.56
C 3.15 -0.12 0.67
C 0.45 4.24 -3.23
C -0.81 1.44 2.89
C 0.73 2.61 -1.49
C -3.60 -0.25 1.38
C 5.13 -1.38 0.24
C 1.47 1.91 -0.47
C 1.25 3.63 -2.30
C -3.09 0.24 3.73
C -0.89 3.82 -3.35
C 1.38 -4.54 -0.12
C -0.37 -3.33 0.97
C 0.92 -2.28 -0.81
C -2.27 0.80 4.68
C 3.63 0.91 -0.14
C 0.35 -4.51 0.81
C -1.10 1.42 4.24
C -0.13 -2.20 0.16
C 4.86 0.78 -0.76
C 3.89 -1.27 0.85
C -3.86 -0.55 -2.01
C -2.74 0.29 2.38
C 1.69 -3.45 -0.91
C -1.34 2.82 -2.54
B -2.24 3.67 0.47
H 0.08 1.95 2.55
H 3.25 2.66 -1.07
H 5.22 1.58 -1.39
H 2.49 -3.50 -1.63
H -2.53 0.77 5.72
H 5.72 -2.27 0.40
H -5.71 -1.02 -2.71
H 2.27 3.96 -2.18
H -4.01 -0.25 4.01
H -4.57 -0.65 1.65
H 0.13 -5.38 1.42
H 0.82 5.03 -3.86
H 3.51 -2.06 1.48
H -4.48 -0.84 -3.92
H 6.58 -0.45 -1.02
H -1.56 4.29 -4.05
H -0.42 1.89 4.94
H -2.38 2.50 -2.61
```

Computed properties:
Gap between HOMO and LUMO (alpha / beta) in eV: 4.713 / 5.261
Net charge: +1
HOMO energy (alpha / beta) in Ha: -0.3597 / -0.3621
LUMO level (alpha / beta) in eV: -5.08 / -4.59

=====

No. 2
Computed, not measured: a 2-piece molecular cluster, C39H38BF3O2S overall, with wB97M-V/def2-TZVPD.

Geometry as XYZ:
```
84
Properties=species:S:1:pos:R:3
S -1.04 4.55 -0.88
F 5.73 4.87 0.14
F 6.12 3.15 1.45
F 6.08 2.88 -0.74
O -0.91 -1.07 1.71
O -1.15 -0.15 -0.43
C 3.34 3.13 1.58
C 4.82 -0.40 1.94
C -3.08 -2.02 1.89
C -0.01 -2.83 -1.00
C -2.53 -5.54 -0.32
C 4.82 -0.18 0.56
C 3.27 3.32 -0.84
C -1.75 -4.63 -1.03
C 5.47 3.53 0.30
C 0.16 -3.74 -3.30
C -0.19 -1.35 -3.02
C -2.32 -0.74 1.55
C 3.62 -0.10 -0.14
C -2.16 -5.91 0.98
C 3.59 -0.44 2.62
C -2.23 5.28 0.11
C 1.22 3.52 0.45
C -0.09 -1.18 -4.40
C 2.38 -0.27 0.52
C -3.07 6.41 -0.34
C 0.67 -1.93 -0.09
C -3.21 -1.25 -0.88
C 1.90 3.46 -0.79
C -0.95 -5.48 1.51
C 2.39 -0.35 1.93
C -0.03 -2.63 -2.43
C 1.96 3.26 1.63
C -0.15 -4.59 0.80
C 1.15 -0.51 -0.24
C -0.99 4.03 1.65
C -3.05 1.14 -0.21
C -0.15 3.95 0.52
C 0.25 -3.57 -4.67
C 3.99 3.26 0.36
C -0.61 -4.03 -0.43
C -2.18 4.78 1.40
C 0.12 -2.29 -5.23
C -2.49 -0.26 0.03
C -2.60 0.37 2.54
B -0.38 -0.90 0.46
H -2.75 -2.85 1.25
H -4.27 -1.32 -0.61
H 3.64 0.04 -1.22
H -2.82 -6.55 1.57
H -2.94 5.01 2.14
H -0.61 -5.82 2.49
H -2.77 -2.25 -0.83
H -4.11 1.22 0.08
H 3.92 2.91 2.47
H 3.57 -0.59 3.71
H -0.18 -0.18 -4.82
H 1.34 3.55 -1.72
H 1.17 -2.47 0.73
H -3.65 0.69 2.46
H -3.15 -0.93 -1.93
H -2.96 1.39 -1.27
H 1.42 -0.36 2.44
H 5.76 -0.53 2.48
H 0.17 -2.16 -6.32
H 0.44 -4.44 -5.30
H -0.43 -0.50 -2.39
H 3.80 3.26 -1.79
H -3.91 6.08 -0.95
H -2.87 -2.30 2.93
H 0.29 -4.74 -2.86
H -2.04 -4.37 -2.05
H 0.84 -4.35 1.17
H -1.92 1.22 2.37
H -2.41 0.00 3.55
H -3.44 -5.94 -0.77
H -2.47 7.12 -0.93
H 1.13 -0.05 -1.23
H 5.77 -0.08 0.03
H -2.46 1.89 0.34
H -0.71 3.65 2.62
H -3.44 6.90 0.56
H -4.17 -1.89 1.79
H 1.45 3.17 2.59
```

Computed properties:
Gap between HOMO and LUMO in eV: 6.415
HOMO energy in Ha: -0.2592
LUMO level in eV: -0.64

=====

No. 3
Computed, not measured: a 2-piece molecular cluster, C3H8O3S overall, with wB97M-V/def2-TZVPD.

Geometry as XYZ:
```
15
Properties=species:S:1:pos:R:3
S 2.27 -0.89 1.49
O -1.88 0.05 -0.95
O -0.78 1.22 1.95
O -0.60 -0.20 -2.80
C 0.79 -1.03 0.31
C 0.59 0.05 -0.78
C -0.68 -0.02 -1.62
H -0.60 0.81 1.15
H -2.45 0.41 -1.66
H -0.19 -1.12 0.78
H 0.94 -2.02 -0.20
H 1.45 -0.15 -1.35
H 0.79 1.04 -0.43
H 1.64 -0.07 2.41
H -1.30 1.92 1.71
```

Computed properties:
Gap between HOMO and LUMO in eV: 9.891
HOMO energy in Ha: -0.3481
SMILES: O=C(O)CCS.O
LUMO level in eV: 0.42

=====

| no. | calculated total energy (hartree) |
| --- | --- |
| 1 | -3325.2971 |
| 2 | -2382.0703 |
| 3 | -742.9960 |